# 1
ORCA calculation (ωB97M-V/def2-TZVPD) on 2 unconnected molecules or ions with the total composition C9H10N3O2.

Structure (XYZ):
```
24
Properties=species:S:1:pos:R:3:forces:R:3:lowdin_charge:R:1
C 2.65090 0.79568 -0.65102 -0.873 0.276 0.199 -0.09
C 2.94600 -0.12152 0.35632 4.020 -0.624 -1.369 -0.11
C 1.32422 0.90662 -1.04029 -0.705 0.660 -1.930 -0.05
C 2.13833 -1.13729 0.81309 -0.899 1.557 0.158 -0.01
C 0.39852 -0.00248 -0.53489 -0.348 -1.676 1.097 -0.15
C 0.78374 -1.04759 0.39338 3.076 0.908 0.038 -0.24
C -1.39166 -1.45251 0.01775 -1.374 -1.138 1.641 -0.44
C -2.05800 1.20738 0.99020 0.861 -1.191 -2.826 -0.25
C -1.03676 -0.25017 -0.66425 0.623 2.434 0.495 -0.16
N -0.23635 -1.85402 0.77496 -2.121 -2.390 -0.166 0.15
N -1.29401 1.21967 2.00568 1.107 2.048 3.053 0.24
N -1.86055 0.21776 -1.81177 0.351 -0.072 3.295 0.29
O -2.53424 -1.89912 0.07386 1.018 -0.282 -0.398 0.07
O -2.94825 1.58591 0.34817 -0.773 0.422 0.493 0.20
H 3.41409 1.39331 -1.14179 -0.100 -0.058 0.357 0.11
H 4.08889 -0.27501 0.52124 -2.153 0.549 0.217 0.15
H 1.00412 1.59826 -1.90907 0.627 -0.958 1.635 0.14
H 2.67039 -1.72982 1.55393 -1.053 -0.714 -0.154 0.12
H -0.11684 -2.86128 1.18785 -0.426 2.845 -1.105 0.23
H -0.34804 0.86833 1.96601 0.108 -0.787 -0.596 0.13
H -1.29859 1.98815 2.76761 -0.821 -1.419 -1.641 0.21
H -1.21630 0.42144 -2.54395 -0.079 0.793 -1.102 0.17
H -2.55579 0.90116 -1.45383 0.805 1.119 -0.365 0.15
H -2.52381 -0.47285 -2.01920 -0.872 -2.302 -1.027 0.15
```
Positions in Å, forces in eV/Å.

Summary:
Orbital gap (alpha / beta) (eV): 6.99 / 7.00
Multiplicity: 1
Energy above the lowest of the compared OMol25 structures with the same formula, charge and spin (kJ/mol): 195.4
Total charge: +1

# 2
ORCA calculation (ωB97M-V/def2-TZVPD) on a gas-phase ion, C9H10N3O2S (charge +1).

Structure (XYZ):
```
25
Properties=species:S:1:pos:R:3:forces:R:3:lowdin_charge:R:1
C 3.24598 -1.33029 -0.64146 0.064 2.015 0.266 -0.06
C 2.65586 -0.44088 -1.57213 -0.527 -1.033 2.773 -0.02
C 3.22494 -0.97633 0.67666 -0.389 -0.271 3.044 -0.07
C 1.76747 0.49187 -1.04116 -0.185 -0.231 0.916 -0.03
C 2.39835 0.02036 1.23897 0.600 -0.684 0.887 -0.04
C 1.57044 0.65603 0.35830 0.726 1.022 -1.371 -0.35
C -3.53801 -1.20833 -0.01242 -1.248 -0.114 -0.474 -0.40
C -1.46129 -0.03950 0.46251 1.050 0.031 0.215 -0.39
C 0.58868 1.68766 0.75564 -2.026 1.742 1.931 -0.35
N -2.42069 -0.92636 0.79583 0.460 0.188 0.370 0.07
N -3.74429 -0.11940 -0.96133 1.176 -2.842 2.462 0.16
N -2.94165 0.95299 -0.72195 -1.517 0.306 -1.732 -0.10
O -4.28652 -2.13458 0.16998 1.235 1.697 -0.688 0.18
O -3.12236 1.91871 -1.37954 0.297 0.186 0.121 0.12
S -0.82963 0.94048 1.70993 -0.119 -0.802 -0.868 1.07
H 3.89622 -2.13713 -0.85501 0.366 -0.626 -0.912 0.10
H 2.94259 -0.68124 -2.53640 -0.270 0.402 -2.228 0.09
H 3.78705 -1.53266 1.44791 -0.068 0.083 -0.832 0.12
H 1.11893 1.19378 -1.51225 0.115 0.148 -1.548 0.10
H 2.41897 0.23501 2.35477 -0.081 -0.344 -1.628 0.15
H -0.86064 -0.17797 -0.48078 -0.809 0.234 0.932 0.14
H 0.78795 2.50717 1.50591 0.950 -1.041 -0.584 0.11
H -0.02455 2.29471 0.06583 0.967 -0.668 -0.745 0.09
H -2.68473 -0.81574 1.75910 -0.280 -0.604 0.602 0.15
H -4.48908 -0.37835 -1.58692 -0.486 1.205 -0.907 0.18
```
Positions in Å, forces in eV/Å.

Summary:
Orbital gap (eV): 7.91
Multiplicity: 1
Energy above the lowest of the compared OMol25 structures with the same formula, charge and spin (kJ/mol): 53.6
Total charge: +1